Entry 1:
Molecular formula: C40H33N5O8SV
Method: DFT, ωB97M-V/def2-TZVPD

XYZ file:
```
88
Properties=species:S:1:pos:R:3
V 0.391 0.452 -1.216
C 3.079 1.278 -4.541
C 2.369 0.435 -3.505
O 1.595 1.090 -2.737
C 2.597 -0.925 -3.471
C 1.983 -1.837 -2.562
C 2.280 -3.303 -2.732
N 1.192 -1.453 -1.610
N 0.668 -2.470 -0.812
C -0.132 -1.965 0.080
O -0.428 -0.720 0.216
C -0.720 -2.923 1.061
C -1.007 -2.485 2.350
C -1.551 -3.357 3.282
C -1.829 -4.672 2.930
C -1.546 -5.112 1.641
C -0.990 -4.244 0.713
H 3.680 2.034 -4.033
H 2.333 1.801 -5.145
H 3.719 0.681 -5.191
H 3.270 -1.344 -4.207
H 2.988 -3.456 -3.545
H 1.356 -3.845 -2.939
H 2.681 -3.716 -1.805
H -0.793 -1.455 2.603
H -1.763 -3.006 4.286
H -2.264 -5.352 3.654
H -1.767 -6.135 1.358
H -0.764 -4.567 -0.294
O -2.213 -0.360 -4.475
C -1.551 0.110 -3.545
O -0.958 -0.501 -2.611
C -1.424 1.616 -3.415
C -1.957 2.559 -4.280
C -1.805 3.899 -3.957
C -1.179 4.257 -2.769
C -0.702 3.247 -1.953
N -0.794 1.975 -2.310
C -0.170 3.400 -0.537
O 0.114 4.529 -0.114
O -0.146 2.292 0.066
H -2.479 2.223 -5.165
H -2.201 4.666 -4.614
H -1.072 5.285 -2.451
C -1.656 4.298 2.560
O -0.323 3.960 2.858
C -0.075 2.677 3.269
C -0.956 1.942 4.032
C -0.592 0.674 4.495
C 0.663 0.184 4.188
C 1.549 0.911 3.400
C 1.189 2.162 2.893
N 1.965 2.956 2.083
C 3.220 2.711 1.573
C 3.766 1.368 1.349
C 4.983 0.994 1.910
C 5.492 -0.293 1.783
C 4.730 -1.231 1.091
C 3.529 -0.886 0.495
C 3.024 0.434 0.553
O 1.970 0.849 -0.066
H -2.243 4.472 3.470
H -2.136 3.514 1.972
H -1.618 5.208 1.966
H -1.926 2.354 4.281
H -1.293 0.088 5.077
H 0.958 -0.801 4.532
H 2.507 0.486 3.143
H 1.453 3.730 1.672
H 3.651 3.565 1.065
H 5.519 1.735 2.497
H 6.436 -0.565 2.239
H 5.079 -2.255 1.007
H 2.959 -1.633 -0.038
S -3.404 -0.095 1.822
C -2.970 0.922 0.476
N -3.171 0.446 -0.695
C -3.649 -0.853 -0.610
C -3.857 -1.701 -1.698
C -4.298 -2.986 -1.455
C -4.532 -3.440 -0.150
C -4.320 -2.615 0.937
C -3.874 -1.318 0.693
H -2.497 1.877 0.654
H -3.620 -1.359 -2.698
H -4.438 -3.666 -2.287
H -4.845 -4.465 0.015
H -4.441 -2.981 1.948
```

Its frontier orbital gap (spin up / spin down) is 0.1792 / 0.2256 Eh. Its charge is -2. The spin multiplicity is 4. The expectation value of S² is 3.771. The energy relative to the best compared isomer or geometry (same formula, charge and spin) comes out at 0.0 kcal per mole.


Entry 2:
Molecular formula: C2H7O3SSi
Method: DFT, ωB97M-V/def2-TZVPD

XYZ file:
```
14
Properties=species:S:1:pos:R:3
C 0.593 1.426 0.138
C -1.727 -1.119 0.556
O -4.057 -0.308 -0.563
O -2.918 1.152 0.917
O -1.752 0.554 -1.160
Si -0.255 -0.194 -0.316
S -2.789 0.124 -0.052
H 0.419 1.524 1.202
H 1.727 1.295 0.116
H -2.089 -2.021 0.044
H -1.780 -1.057 1.598
H -0.004 -0.876 -1.657
H 1.005 -0.992 0.547
H 0.043 2.260 -0.522
```

Its frontier orbital gap is 0.3060 Eh. Its charge is -1. The energy relative to the best compared isomer or geometry (same formula, charge and spin) comes out at 50.4 kcal per mole.


Entry 3:
Molecular formula: C8H9FN4
Method: DFT, ωB97M-V/def2-TZVPD

XYZ file:
```
22
Properties=species:S:1:pos:R:3
H 1.225 4.033 2.602
N 0.605 3.306 2.284
C 1.314 2.394 1.741
N 2.628 2.637 1.313
N 0.719 1.282 1.143
N 1.470 0.591 0.289
C 1.120 -0.249 -0.600
C -0.153 -0.911 -0.691
C -0.326 -1.820 -1.825
C -1.586 -2.428 -2.213
C -2.576 -2.059 -1.378
C -2.399 -1.288 -0.186
C -1.166 -0.975 0.241
F -0.872 -0.664 1.608
H 2.958 1.829 0.497
H 3.241 3.104 1.984
H -0.272 0.926 1.172
H 2.022 -0.752 -1.012
H 0.397 -1.768 -2.598
H -1.396 -3.355 -3.099
H -3.513 -2.531 -1.481
H -3.438 -1.300 0.208
```

Its frontier orbital gap is 0.3065 Eh. Its charge is 0. Its SMILES is [H]/N=C(\N)N/N=C\c1ccccc1F. The energy relative to the best compared isomer or geometry (same formula, charge and spin) comes out at 62.9 kcal per mole.


Entry 4:
Molecular formula: C17H52InO9S8
Method: DFT, ωB97M-V/def2-TZVPD

XYZ file:
```
87
Properties=species:S:1:pos:R:3
In -0.182 -0.360 -0.026
C 0.323 -1.265 -3.691
O -0.346 -1.698 -2.478
H 1.365 -1.077 -3.453
H 0.182 -2.065 -4.418
H -0.102 -0.354 -4.094
H 0.111 -2.519 -2.262
C 4.677 -1.253 -1.554
S 3.229 -1.817 -0.652
O 2.123 -0.976 -1.261
C 3.119 -3.483 -1.341
H 4.994 -0.309 -1.108
H 4.397 -1.030 -2.582
H 5.522 -1.936 -1.495
H 4.109 -3.919 -1.219
H 2.800 -3.500 -2.382
H 2.376 -3.991 -0.727
C -3.744 -3.627 -2.208
S -3.082 -3.218 -0.573
O -2.483 -1.827 -0.697
C -4.663 -2.926 0.233
H -4.486 -4.421 -2.242
H -2.889 -4.039 -2.745
H -4.108 -2.685 -2.611
H -4.514 -2.926 1.311
H -5.360 -3.741 0.027
H -5.163 -2.028 -0.126
C 1.011 3.256 -3.952
S 1.562 2.526 -2.394
O 0.852 1.221 -2.162
C 3.249 2.087 -2.830
H 0.311 4.061 -3.743
H 0.476 2.507 -4.536
H 1.897 3.573 -4.493
H 3.688 2.846 -3.473
H 3.270 1.109 -3.312
H 3.819 1.968 -1.912
C 3.921 -2.175 2.480
S 2.404 -1.307 2.900
O 1.388 -1.448 1.791
C 1.843 -2.409 4.198
H 3.679 -3.184 2.149
H 4.495 -2.272 3.405
H 4.490 -1.572 1.784
H 2.357 -2.173 5.127
H 2.082 -3.455 3.984
H 0.757 -2.348 4.181
C -4.378 0.417 -2.484
S -3.044 1.593 -2.202
O -2.036 0.860 -1.362
C -2.391 1.668 -3.860
H -3.941 -0.338 -3.139
H -5.237 0.868 -2.977
H -4.633 0.014 -1.508
H -1.589 2.396 -3.797
H -3.156 2.106 -4.508
H -2.117 0.713 -4.301
C 1.037 1.336 5.046
S -0.044 1.790 3.678
O 0.078 0.678 2.655
C -1.631 1.379 4.448
H 0.946 1.963 5.931
H 2.040 1.334 4.625
H 0.750 0.340 5.392
H -1.587 1.693 5.488
H -1.829 0.326 4.271
H -2.357 1.957 3.879
C 2.249 3.636 1.529
S 2.805 1.927 1.490
O 2.005 1.320 0.361
C 4.485 2.303 0.963
H 1.262 3.711 1.973
H 2.297 4.004 0.505
H 2.970 4.191 2.132
H 4.927 2.929 1.737
H 4.572 2.773 -0.015
H 5.035 1.360 0.947
C -4.425 2.140 1.202
S -3.775 0.461 1.129
O -2.289 0.484 1.382
C -4.625 -0.242 2.544
H -3.910 2.736 1.955
H -5.486 2.046 1.421
H -4.211 2.582 0.231
H -5.673 -0.395 2.273
H -4.610 0.367 3.446
H -4.244 -1.250 2.699
```

Its frontier orbital gap is 0.1885 Eh. Its charge is +3.


Entry 5:
Molecular formula: C10H12P2
Method: DFT, ωB97M-V/def2-TZVPD

XYZ file:
```
24
Properties=species:S:1:pos:R:3
C -1.469 -1.329 -1.312
P -1.802 -0.200 -0.083
C -3.162 -1.221 0.836
P -2.680 1.899 -0.082
C -0.870 2.208 -0.122
C -0.156 1.131 0.071
C 1.252 0.871 0.149
C 2.164 1.771 0.529
C 3.490 1.425 0.466
C 3.894 0.273 -0.173
C 2.947 -0.734 -0.389
C 1.593 -0.452 -0.129
H -1.140 -0.986 -2.313
H -2.384 -1.951 -1.384
H -2.552 -1.929 1.617
H -3.557 -1.804 -0.030
H -3.819 -0.610 1.434
H -2.877 2.124 1.408
H -0.497 3.295 -0.154
H 1.863 2.744 0.711
H 4.229 2.140 0.721
H 4.954 0.199 -0.488
H 3.110 -1.627 -0.947
H 0.874 -1.148 -0.079
```

Its frontier orbital gap is 0.2881 Eh. Its charge is 0. Its SMILES is C=[P@]1(C)PC=C1c1ccccc1. The energy relative to the best compared isomer or geometry (same formula, charge and spin) comes out at 72.0 kcal per mole.